[1]
A 3-piece molecular cluster, C40H34NO4 overall at a distorted geometry. Source: the Open Molecules 2025 dataset; level of theory: the ωB97M-V functional and the def2-TZVPD basis.

CARTESIAN COORDINATES (ANGSTROEM)
C (3.4464, 4.7340, 2.2243)
C (2.4464, 3.6256, 1.7429)
C (1.8133, 3.8366, 0.4457)
C (0.8384, 2.8733, -0.0571)
C (0.5307, 1.7210, 0.7676)
C (-0.5391, 0.6826, 0.2993)
C (-1.9278, 0.7987, 1.0638)
C (-2.1060, 1.9172, 2.1926)
C (-3.0354, 3.0028, 1.4895)
N (-4.0667, 2.0575, 0.8891)
C (-3.1844, 1.0984, 0.1229)
C (1.1793, 1.4515, 2.0628)
C (2.1429, 2.4322, 2.5300)
H (4.4785, 4.3121, 2.1154)
H (3.3211, 4.9568, 3.3202)
H (3.3033, 5.6996, 1.6843)
H (2.0429, 4.7290, -0.1730)
H (0.3292, 2.9917, -1.0394)
H (-0.6992, 0.7121, -0.8159)
H (-0.1165, -0.3309, 0.5471)
H (-2.0335, -0.1491, 1.6618)
H (-2.6367, 1.3379, 3.0056)
H (-1.2133, 2.3515, 2.6985)
H (-2.5994, 3.5193, 0.5925)
H (-3.3571, 3.6541, 2.3354)
H (-4.6945, 2.6656, 0.3556)
H (-4.4088, 1.5783, 1.7288)
H (-2.8050, 1.4879, -0.8618)
H (-3.7138, 0.1448, -0.1163)
H (0.8835, 0.5297, 2.6152)
H (2.6145, 2.2510, 3.5228)
C (-6.7225, -0.7190, 0.4379)
C (-7.8226, -1.1793, 1.1574)
C (-8.3833, -2.4107, 0.8557)
C (-7.8541, -3.1829, -0.1745)
C (-6.7686, -2.7115, -0.9100)
C (-6.1972, -1.4834, -0.5945)
C (-6.2229, -3.5010, -2.0448)
O (-5.2726, -3.0865, -2.6812)
C (-6.8622, -4.7929, -2.3889)
C (-6.4003, -5.5177, -3.4839)
C (-6.9836, -6.7344, -3.8061)
C (-8.0249, -7.2372, -3.0305)
C (-8.4927, -6.5164, -1.9415)
C (-7.9202, -5.2887, -1.6228)
C (-8.4517, -4.5103, -0.4779)
O (-9.3621, -4.9426, 0.1988)
H (-6.2777, 0.2412, 0.6795)
H (-8.2406, -0.5769, 1.9557)
H (-9.2358, -2.7680, 1.4209)
H (-5.3448, -1.1188, -1.1563)
H (-5.5882, -5.1329, -4.0891)
H (-6.6259, -7.2946, -4.6619)
H (-8.4745, -8.1911, -3.2794)
H (-9.3063, -6.9095, -1.3438)
C (4.6095, -0.2473, 0.8968)
C (4.2239, 0.4880, -0.2209)
C (5.1824, 1.1007, -1.0140)
C (6.5307, 0.9910, -0.6865)
C (6.9151, 0.2743, 0.4471)
C (5.9513, -0.3539, 1.2311)
C (8.3459, 0.1891, 0.8374)
O (8.6805, -0.4384, 1.8230)
C (9.3562, 0.8910, 0.0077)
C (10.6943, 0.8693, 0.3907)
C (11.6485, 1.5112, -0.3852)
C (11.2717, 2.1701, -1.5524)
C (9.9390, 2.1993, -1.9355)
C (8.9763, 1.5686, -1.1525)
C (7.5494, 1.6365, -1.5531)
O (7.2171, 2.2149, -2.5698)
H (3.8599, -0.7332, 1.5112)
H (3.1734, 0.5811, -0.4736)
H (4.8786, 1.6679, -1.8860)
H (6.2466, -0.9226, 2.1048)
H (10.9935, 0.3553, 1.2963)
H (12.6889, 1.4973, -0.0824)
H (12.0193, 2.6649, -2.1612)
H (9.6498, 2.7173, -2.8421)

molar mass	592.715	g/mol
net charge	+1
calculated total energy	-51704.971	eV


[2]
C40H35As2F5MoN4S4Sb as an isolated structure. Source: the Open Molecules 2025 dataset; level of theory: the ωB97M-V functional and the def2-TZVPD basis.

CARTESIAN COORDINATES (ANGSTROEM)
Mo (-0.0184, 0.8432, 0.8356)
S (-4.9650, 2.7671, 1.7359)
Sb (-3.0643, 3.7978, 0.9366)
S (0.1922, 3.0718, 1.9145)
S (-1.8095, 2.0170, -0.2786)
S (-1.5886, 3.4322, 2.8714)
N (1.2640, -1.1377, 1.3780)
C (2.5737, -0.8027, 1.8810)
C (3.7319, -1.3396, 1.3410)
C (4.9721, -0.8776, 1.7578)
C (5.0482, 0.1090, 2.7315)
C (3.8861, 0.5750, 3.3281)
C (2.6356, 0.1079, 2.9357)
C (1.3900, 0.3993, 3.6864)
C (1.4931, 0.3495, 5.0779)
C (0.3746, 0.4504, 5.8887)
C (-0.8647, 0.5652, 5.2821)
C (-0.9640, 0.6243, 3.8978)
C (0.1465, 0.5904, 3.0469)
H (0.6750, -1.4489, 2.1462)
H (1.3131, -1.8497, 0.6636)
H (3.6660, -2.0943, 0.5656)
H (5.8724, -1.2752, 1.3048)
H (6.0096, 0.5013, 3.0400)
H (3.9353, 1.3200, 4.1126)
H (2.4679, 0.1882, 5.5252)
H (0.4696, 0.4123, 6.9674)
H (-1.7680, 0.6201, 5.8794)
H (-1.9557, 0.7559, 3.4997)
C (-0.5963, -4.6349, -2.5278)
As (0.4445, -3.3334, -1.5000)
C (1.9597, -4.4922, -1.0382)
C (1.2624, -2.3470, -2.9794)
C (2.1711, -3.0003, -3.8084)
C (2.9117, -2.3030, -4.7515)
C (2.7498, -0.9307, -4.8564)
C (1.8198, -0.2793, -4.0582)
C (1.0459, -0.9745, -3.1278)
As (-0.2504, 0.0331, -2.0164)
C (-1.9082, -0.8421, -2.5636)
C (-0.3735, 1.5984, -3.1701)
H (0.0177, -5.0723, -3.3156)
H (-1.4564, -4.1379, -2.9733)
H (-0.9482, -5.4195, -1.8583)
H (2.1443, -5.2464, -1.8026)
H (1.7476, -4.9894, -0.0937)
H (2.8503, -3.8736, -0.9226)
H (2.3262, -4.0686, -3.7082)
H (3.6248, -2.8248, -5.3782)
H (3.3466, -0.3590, -5.5568)
H (1.7145, 0.7910, -4.1625)
H (-1.9617, -0.9034, -3.6488)
H (-2.7192, -0.2298, -2.1728)
H (-1.9784, -1.8387, -2.1310)
H (-0.4169, 1.2811, -4.2117)
H (0.4782, 2.2541, -3.0002)
H (-1.2714, 2.1258, -2.8847)
N (-6.5458, -2.4219, 1.4761)
C (-7.4632, -3.4393, 1.3330)
C (-8.8498, -3.4807, 1.4498)
C (-9.4519, -4.7044, 1.2311)
C (-8.6999, -5.8470, 0.9080)
C (-7.3252, -5.7937, 0.7935)
C (-6.6989, -4.5658, 1.0089)
N (-5.3546, -4.2325, 0.9515)
C (-5.3118, -2.9604, 1.2327)
C (-4.0861, -2.1459, 1.2734)
C (-2.8770, -2.6913, 0.8586)
C (-1.7582, -1.8835, 0.8503)
N (-1.7742, -0.5964, 1.2150)
C (-2.9351, -0.0886, 1.6391)
C (-4.1023, -0.8278, 1.6882)
H (-6.7394, -1.4551, 1.6671)
H (-9.4298, -2.6009, 1.6989)
H (-10.5286, -4.7856, 1.3098)
H (-9.2147, -6.7856, 0.7455)
H (-6.7394, -6.6697, 0.5445)
H (-2.8192, -3.7182, 0.5256)
H (-0.8228, -2.2727, 0.4760)
H (-2.9687, 0.9502, 1.9309)
H (-4.9833, -0.2967, 2.0285)
F (1.4846, 3.9763, -0.3627)
C (2.2469, 2.9147, -0.6198)
C (1.8586, 1.6092, -0.3006)
C (2.7391, 0.6861, -0.8616)
F (2.4548, -0.6330, -0.8775)
C (3.9205, 0.9602, -1.5236)
F (4.6913, -0.0264, -1.9969)
C (4.2809, 2.2705, -1.7205)
F (5.4075, 2.5823, -2.3592)
C (3.4215, 3.2502, -1.2785)
F (3.7252, 4.5293, -1.5141)

molar mass	1162.550	g/mol
spin multiplicity	3
<S²>	2.039
net charge	-1
relative energy (zero: lowest compared OMol25 entry of this formula, charge and spin)	0.000	eV
calculated total energy	-235010.716	eV


[3]
C40H35F3N4RhTe as an isolated structure at a distorted geometry. Source: the Open Molecules 2025 dataset; level of theory: the ωB97M-V functional and the def2-TZVPD basis.

CARTESIAN COORDINATES (ANGSTROEM)
Rh (0.3548, -0.3949, -0.7975)
C (0.2614, 2.3883, 3.7281)
C (0.1000, 2.5504, 2.2166)
C (-1.3011, 2.2493, 1.7525)
C (-2.3058, 3.1973, 1.9355)
C (-3.5928, 2.9673, 1.4824)
C (-3.8918, 1.7878, 0.8141)
C (-2.9215, 0.8119, 0.6224)
C (-3.2543, -0.4636, -0.1110)
C (-3.6017, -1.6284, 0.8175)
C (-1.6385, 1.0473, 1.1294)
N (-0.6406, 0.0386, 0.9536)
C (-0.3881, -0.7767, 1.9261)
C (0.5765, -1.7885, 1.6991)
C (1.1780, -2.7696, 2.4910)
C (2.1521, -3.3651, 1.6871)
C (2.0928, -2.7252, 0.4427)
N (1.1353, -1.7897, 0.4419)
H (1.2704, 2.6657, 4.0365)
H (0.0804, 1.3570, 4.0433)
H (-0.4433, 3.0316, 4.2585)
H (0.8115, 1.9070, 1.6963)
H (0.3462, 3.5788, 1.9365)
H (-2.0591, 4.1360, 2.4160)
H (-4.3536, 3.7251, 1.6258)
H (-4.8916, 1.6170, 0.4286)
H (-2.4083, -0.7440, -0.7454)
H (-4.1028, -0.2677, -0.7718)
H (-2.7522, -1.8989, 1.4462)
H (-3.8885, -2.5128, 0.2439)
H (-4.4328, -1.3664, 1.4750)
H (-0.9102, -0.6779, 2.8756)
H (0.9503, -2.9890, 3.5223)
H (2.8296, -4.1580, 1.9607)
H (2.6883, -2.9175, -0.4364)
F (3.0279, 4.2030, -6.0484)
C (2.0439, 3.4318, -6.5389)
F (1.0055, 4.2408, -6.8218)
F (2.4867, 2.9534, -7.7247)
C (1.6622, 2.3278, -5.6004)
C (0.3673, 1.8294, -5.6112)
C (0.0222, 0.7889, -4.7670)
C (0.9710, 0.2273, -3.9081)
C (2.2730, 0.7368, -3.9085)
C (2.6136, 1.7806, -4.7476)
C (0.5989, -0.8235, -3.0082)
C (0.4201, -1.8300, -2.3001)
H (-0.3735, 2.2633, -6.2696)
H (-0.9912, 0.4101, -4.7520)
H (3.0009, 0.3237, -3.2236)
H (3.6176, 2.1824, -4.7305)
Te (1.2834, 6.3613, 0.9155)
C (-0.4861, 6.4151, 2.0695)
C (-0.4816, 6.0609, 3.4255)
C (-1.6410, 6.0808, 4.1892)
C (-2.8547, 6.4517, 3.6221)
C (-2.8816, 6.8104, 2.2798)
C (-1.7185, 6.7938, 1.5212)
H (0.4553, 5.7646, 3.8825)
H (-1.5968, 5.7986, 5.2357)
H (-3.7608, 6.4633, 4.2157)
H (-3.8168, 7.1091, 1.8181)
H (-1.7571, 7.0884, 0.4791)
N (0.5534, -8.5913, -1.4468)
C (0.5232, -7.4510, -1.5907)
C (0.4858, -6.0262, -1.7814)
C (-0.4879, -5.2624, -1.1390)
C (-0.5131, -3.8937, -1.3194)
C (0.4287, -3.2741, -2.1386)
C (1.3936, -4.0440, -2.7846)
C (1.4263, -5.4150, -2.6073)
H (-1.2038, -5.7439, -0.4870)
H (-1.2338, -3.2806, -0.7937)
H (2.1261, -3.5560, -3.4139)
H (2.1793, -6.0159, -3.0989)
C (-1.5768, 4.6278, -1.2986)
C (-0.9845, 3.7511, -2.4047)
C (-0.6070, 2.4256, -1.9245)
N (-0.2955, 1.3876, -1.5572)
H (-1.9927, 5.5292, -1.7477)
H (-0.7778, 4.9286, -0.6180)
H (-2.3596, 4.1066, -0.7502)
H (-0.0826, 4.2124, -2.8141)
H (-1.6805, 3.6006, -3.2332)

molar mass	859.248	g/mol
net charge	-1
relative energy (zero: lowest compared OMol25 entry of this formula, charge and spin)	0.594	eV
calculated total energy	-66463.805	eV